A single C3H6N2O molecule at a distorted geometry. Source: the Open Molecules 2025 dataset; level of theory: wB97M-V/def2-TZVPD.

Geometry as ORCA input:
```
! RIJCOSX wB97M-V def2-TZVPD def2/J DEFGRID3
* xyz 0 1
H 3.3231 -0.7383 -0.5927
N 2.4494 -1.2506 -0.4704
C 1.5524 -0.4778 -0.0133
N 0.2395 -0.9274 0.2008
C -0.7171 0.0583 0.5889
C -1.8894 0.7717 -0.1739
O -0.3205 0.9641 1.2830
H 1.6682 0.5837 0.2186
H 0.1030 -1.9121 -0.0040
H -1.5885 1.8235 -0.4037
H -2.0448 0.2546 -1.0981
H -2.7752 0.8503 0.4647
*
```

- Largest force on an atom: 3.6 eV/Å
- E: -8234.6090 eV
- SMILES string: [H]/N=C/NC(C)=O
- LUMO level: 0.55 eV
- ΔE to the lowest compared entry with this formula, charge and spin: 48.2 kcal/mol

Taken from the Löwdin analysis, the atomic charges in e are: H 0.0411; N 0.0723; C -0.2913; N 0.0802; C -0.4128; C -0.0105; O 0.0323; H 0.1247; H 0.1399; H 0.0955; H 0.0516; H 0.0771

A molecular structure, C2H4FNO at a distorted geometry. Source: the Open Molecules 2025 dataset; level of theory: wB97M-V/def2-TZVPD.

Geometry as ORCA input:
```
! RIJCOSX wB97M-V def2-TZVPD def2/J DEFGRID3
* xyz 0 1
C -0.6492 -0.0091 -0.0865
C 0.6526 -0.7731 0.1980
H -1.1792 1.7133 -0.6738
H 0.5024 1.6490 -0.4623
H 0.7126 -0.8142 1.3834
H 0.3469 -1.7740 -0.4260
N -0.3862 1.2502 0.3059
O -1.7900 -0.6078 -0.1091
F 1.8468 0.0033 -0.1954
*
```

- Largest force on an atom: 11.0 eV/Å
- E: -8390.0935 eV
- LUMO level: 0.25 eV
- ΔE to the lowest compared entry with this formula, charge and spin: 95.8 kcal/mol

Taken from the Löwdin analysis, the atomic charges in e are: C -0.6307; C -0.0925; H 0.2450; H 0.1978; H 0.1656; H 0.1688; N 0.0709; O 0.0005; F -0.1254

A molecular structure, C12H12AsBF10N2O8 at a distorted geometry. Source: the Open Molecules 2025 dataset; level of theory: wB97M-V/def2-TZVPD.

Geometry as ORCA input:
```
! RIJCOSX wB97M-V def2-TZVPD def2/J DEFGRID3
* xyz -4 1
N -0.8584 2.7505 1.6651
H -1.3129 3.6505 1.7255
H -0.5785 2.4311 2.5815
H -0.0582 2.7523 1.0489
H -1.3993 2.1282 1.0820
N -1.2082 -0.4369 0.7278
H -0.8810 0.4466 0.3638
H -1.6806 -1.0440 0.0733
H -1.8713 -0.2545 1.4674
H -0.4834 -0.9362 1.2231
C 0.5467 0.7745 -2.7899
C -0.2563 0.5356 -1.6613
C 0.0436 1.3600 -0.3277
O -0.7760 1.3380 0.6555
C 1.1909 2.2783 -0.3635
C 1.9372 2.3932 -1.5214
C 1.6420 1.6341 -2.7727
O 2.3837 1.6904 -3.8798
O 2.9788 3.1325 -1.2996
O -1.0519 -0.3649 -1.5219
H 0.3194 0.3159 -3.7409
H 1.4566 2.8022 0.5428
C 1.0383 -1.7732 -0.1024
C 1.4234 -1.2090 1.0828
C 2.7295 -0.2788 1.2240
O 3.0578 0.2410 2.3885
C 3.5989 -0.1197 0.2217
C 3.3952 -0.9222 -0.9923
C 2.0121 -1.7771 -1.2690
O 1.9414 -2.3625 -2.3950
O 4.2179 -0.7878 -1.9702
O 0.5263 -1.1796 1.9949
H 0.1560 -2.3864 -0.2117
H 4.5615 0.3700 0.2254
B -1.6076 0.4991 2.9410
F -2.5817 0.5809 3.9703
F -0.4438 0.9727 3.4468
F -1.4011 -0.8679 2.6869
F -2.0080 1.1070 1.8110
As -3.0172 -2.8203 -1.2104
F -2.6506 -4.2855 -0.2212
F -2.3096 -1.8437 0.2390
F -3.0478 -1.2728 -1.9361
F -3.5953 -3.6559 -2.6754
F -4.7235 -2.5878 -0.6789
F -1.3551 -3.0176 -1.8477
*
```

- Largest force on an atom: 18.5 eV/Å
- E: -120664.7023 eV
- LUMO level: 8.65 eV

Taken from the Löwdin analysis, the atomic charges in e are: N 0.2120; H 0.1019; H 0.1128; H 0.0784; H -0.0503; N 0.1152; H -0.2213; H -0.1505; H 0.0617; H -0.0342; C -0.0074; C -0.3108; C -0.0593; O -0.0553; C 0.0099; C -0.3443; C -0.3537; O -0.1611; O -0.0702; O 0.0013; H 0.1066; H 0.1066; C -0.0005; C -0.2975; C -0.3790; O -0.1822; C -0.0773; C -0.3014; C -0.2702; O -0.0653; O -0.1135; O -0.0527; H 0.0901; H 0.0868; B -1.2804; F 0.0811; F 0.1924; F 0.0734; F 0.0840; As 0.9335; F -0.3257; F -0.1017; F -0.2543; F -0.3199; F -0.3364; F -0.2715

2 unconnected molecules or ions with the total composition C2H9N at a distorted geometry. Source: the Open Molecules 2025 dataset; level of theory: wB97M-V/def2-TZVPD.

Geometry as ORCA input:
```
! RIJCOSX wB97M-V def2-TZVPD def2/J DEFGRID3
* xyz 0 1
C 1.1951 -0.5632 0.9739
C 0.9583 -0.8236 -0.5454
H 2.2487 -0.6937 1.2410
H 0.8246 0.4827 0.9933
H 0.6506 -1.2444 1.6443
H 1.7788 -0.2084 -1.0218
H -0.0496 -0.5556 -0.9214
H 1.1507 -1.8462 -0.7883
N -1.9261 1.2469 -0.5087
H -2.4606 0.4314 -0.2341
H -1.9021 1.9323 0.2700
H -2.4684 1.8417 -1.1028
*
```

- Largest force on an atom: 1.7 eV/Å
- E: -3709.6417 eV
- SMILES string: CC.N
- LUMO level: 1.09 eV
- ΔE to the lowest compared entry with this formula, charge and spin: 9.6 kcal/mol

Taken from the Löwdin analysis, the atomic charges in e are: C -0.1764; C -0.1850; H 0.0554; H 0.0580; H 0.0547; H 0.0777; H 0.0377; H 0.0336; N 0.0092; H 0.0143; H 0.0275; H -0.0068